Record 1
ORCA calculation (ωB97M-V/def2-TZVPD) on a cluster of 2 separate species, C4H8NO2 in total at a distorted geometry.

Values from the calculation:
HOMO: -3.93 eV
Energy above the lowest of the compared OMol25 structures with the same formula, charge and spin: 97.7 kcal/mol
Net charge: -1
LUMO level: 3.623 eV

Element x y z (Å)
C1 2.2537 -0.0007 0.0247
C2 -0.5335 1.0420 0.8618
C3 -1.0938 -0.4360 -1.1494
C4 -0.2885 -0.3157 0.1714
N1 -0.5351 -1.3355 1.1186
O1 2.5888 -0.7863 0.9009
O2 2.8686 0.3249 -1.1244
H1 1.3077 0.3129 0.1570
H2 -1.2099 0.8523 1.7210
H3 -1.1220 1.7025 0.0614
H4 0.2686 1.7647 1.0766
H5 -1.2673 -1.3620 -1.6482
H6 -0.5750 0.2334 -1.9364
H7 -1.9442 0.1276 -0.8426
H8 -0.7180 -2.1240 0.6078

Okay, here come the Mulliken numbers, in e, for every atom:
1 C 0.89
2 C -1.29
3 C -1.26
4 C 1.14
5 N -0.82
6 O -0.63
7 O -0.79
8 H -0.36
9 H 0.32
10 H 0.21
11 H 0.33
12 H 0.43
13 H 0.24
14 H 0.36
15 H 0.23

Record 2
ORCA calculation (ωB97M-V/def2-TZVPD) on the ion C4H8NO2 with charge -1 at a distorted geometry.

Values from the calculation:
HOMO: -2.65 eV
Energy above the lowest of the compared OMol25 structures with the same formula, charge and spin: 98.0 kcal/mol
Net charge: -1
LUMO level: 3.955 eV
SMILES string: C[C@@H](C=O)NC[O-]

Element x y z (Å)
C1 0.5622 1.8373 0.2276
C2 0.1368 0.4377 0.1180
C3 1.2744 -0.4481 0.8945
O1 2.5004 -0.2699 0.7524
N1 -1.1232 -0.1315 0.4749
C4 -1.8778 -0.6291 -0.7726
O2 -1.1311 -1.1169 -1.7104
H1 1.2890 2.0440 -0.5983
H2 0.9973 1.9415 1.2867
H3 -0.2760 2.7698 0.3072
H4 0.4109 -0.0130 -0.9706
H5 0.7235 -1.0772 1.5822
H6 -1.6893 0.2157 1.2925
H7 -2.6698 -1.2992 -0.3470
H8 -2.4519 0.2467 -1.0178

Okay, here come the Mulliken numbers, in e, for every atom:
1 C -1.01
2 C 0.29
3 C -0.11
4 O -0.58
5 N -0.30
6 C -0.46
7 O -0.81
8 H 0.23
9 H 0.23
10 H 0.27
11 H 0.20
12 H 0.40
13 H 0.18
14 H 0.21
15 H 0.27

Record 3
ORCA calculation (ωB97M-V/def2-TZVPD) on an isolated molecule of C4H8NO2 at a distorted geometry.

Values from the calculation:
HOMO (spin up / spin down): -9.46 / -9.65 eV
Spin multiplicity: 2
Energy above the lowest of the compared OMol25 structures with the same formula, charge and spin: 61.8 kcal/mol
LUMO level (spin up / spin down): 0.691 / -1.793 eV

Element x y z (Å)
C1 -1.5619 0.2416 -0.1565
N1 -0.2516 -0.0127 -0.6085
C2 0.2805 -0.0938 -2.0070
C3 0.5081 -0.6920 0.4927
C4 0.4577 0.4345 1.8905
O1 1.6374 0.6384 2.2758
O2 -2.4087 0.6593 -1.0139
H1 -1.8687 0.0717 0.8840
H2 -0.0251 -0.8579 -2.6495
H3 0.1036 0.9208 -2.4693
H4 1.4158 -0.0267 -1.8754
H5 0.1905 -1.7529 0.8417
H6 1.5371 -0.7005 0.0919
H7 -0.0493 -0.1268 2.7198
H8 0.0347 1.2971 1.5837

Okay, here come the Mulliken numbers, in e, for every atom:
1 C 0.02
2 N 0.07
3 C -0.88
4 C -0.43
5 C -0.38
6 O -0.45
7 O -0.60
8 H 0.37
9 H 0.32
10 H 0.30
11 H 0.34
12 H 0.24
13 H 0.31
14 H 0.29
15 H 0.46

Record 4
ORCA calculation (ωB97M-V/def2-TZVPD) on the ion C4H8NO2 with charge +1 at a distorted geometry.

Values from the calculation:
HOMO: -14.20 eV
Energy above the lowest of the compared OMol25 structures with the same formula, charge and spin: 107.7 kcal/mol
Net charge: +1
LUMO level: -3.387 eV

Element x y z (Å)
C1 0.0175 -1.4318 0.3170
C2 -0.9434 -0.3812 0.1884
C3 -0.1691 0.8404 -0.3758
C4 1.2463 0.4076 -0.3987
N1 -2.5041 0.0786 0.2174
O1 2.0001 0.9337 0.6045
O2 1.2413 -1.1068 -0.1735
H1 0.0495 -2.3581 0.7050
H2 -0.6479 1.1147 -1.4117
H3 -0.3094 1.7707 0.1108
H4 1.6358 0.3773 -1.4268
H5 -2.9587 0.1899 1.0819
H6 -3.0828 -0.6139 -0.2660
H7 2.6509 1.5228 0.2811
H8 1.7739 -1.3439 0.5467

Okay, here come the Mulliken numbers, in e, for every atom:
1 C -0.63
2 C 0.32
3 C -0.69
4 C 0.25
5 N -0.47
6 O -0.49
7 O -0.16
8 H 0.54
9 H 0.25
10 H 0.37
11 H 0.36
12 H 0.27
13 H 0.28
14 H 0.37
15 H 0.41

Record 5
ORCA calculation (ωB97M-V/def2-TZVPD) on a cluster of 2 separate species, C4H8NO2 in total at a distorted geometry.

Values from the calculation:
HOMO (spin up / spin down): -14.39 / -13.87 eV
Energy above the lowest of the compared OMol25 structures with the same formula, charge and spin: 122.3 kcal/mol
Net charge: +1
LUMO level (spin up / spin down): -4.823 / -4.622 eV

Element x y z (Å)
C1 0.4456 -1.3498 -0.2816
C2 1.0585 -0.7849 -1.3161
C3 0.5620 0.9273 -0.0361
C4 -1.5921 -0.2654 0.4258
N1 -0.1167 -0.2765 0.5447
O1 1.0543 0.5756 -1.2574
O2 1.4361 1.4251 0.8564
H1 0.2749 -2.3762 -0.0319
H2 1.5627 -1.2315 -2.1528
H3 -0.9740 2.3515 0.0633
H4 -1.8602 -0.1874 -0.6284
H5 -2.0082 -1.1828 0.8370
H6 -1.9989 0.5953 0.9567
H7 0.1471 -0.3316 1.5380
H8 2.0089 2.1114 0.4823

Okay, here come the Mulliken numbers, in e, for every atom:
1 C -0.39
2 C -0.26
3 C 0.14
4 C -0.90
5 N 0.13
6 O -0.27
7 O -0.42
8 H 0.46
9 H 0.44
10 H 0.18
11 H 0.38
12 H 0.37
13 H 0.39
14 H 0.37
15 H 0.40

Record 6
ORCA calculation (ωB97M-V/def2-TZVPD) on a cluster of 2 separate species, C4H8NO2 in total at a distorted geometry.

Values from the calculation:
HOMO (spin up / spin down): -13.95 / -13.77 eV
Energy above the lowest of the compared OMol25 structures with the same formula, charge and spin: 139.3 kcal/mol
Net charge: +1
LUMO level (spin up / spin down): -4.699 / -4.594 eV

Element x y z (Å)
C1 -0.0369 1.2594 0.5944
C2 -1.1192 1.4602 -0.0931
C3 -0.8625 -0.7237 -0.2659
C4 1.5862 -0.1971 -0.2507
N1 0.3537 -0.1861 0.5476
O1 -1.7494 0.3197 -0.5040
O2 -1.2842 -1.8467 0.3317
H1 0.4893 1.8936 1.2325
H2 -1.5981 2.4536 -0.4117
H3 0.3399 -1.1037 -1.8476
H4 1.8705 -1.2793 -0.5111
H5 1.4866 0.4686 -1.1852
H6 2.3620 0.1423 0.3549
H7 0.3625 -0.6960 1.5336
H8 -2.2005 -1.9647 0.4746

Okay, here come the Mulliken numbers, in e, for every atom:
1 C -0.48
2 C -0.05
3 C 0.09
4 C -1.14
5 N -0.01
6 O -0.23
7 O -0.39
8 H 0.49
9 H 0.39
10 H 0.22
11 H 0.44
12 H 0.46
13 H 0.38
14 H 0.45
15 H 0.36

Record 7
ORCA calculation (ωB97M-V/def2-TZVPD) on the ion C4H8NO3 with charge -1.

Values from the calculation:
HOMO: -2.73 eV
Energy above the lowest of the compared OMol25 structures with the same formula, charge and spin: 57.7 kcal/mol
Net charge: -1
LUMO level: 3.356 eV
SMILES string: N[C@H](C[O-])CC(=O)O

Element x y z (Å)
N1 0.9046 -0.9743 -0.7451
C1 0.4353 0.3555 -0.3148
C2 1.6092 1.1264 0.3523
O1 2.6701 1.1974 -0.4344
C3 -0.7981 0.2474 0.5883
C4 -1.7556 -0.8254 0.1770
O2 -2.0514 -1.8498 0.7417
O3 -2.3645 -0.4932 -0.9923
H1 1.0065 -1.5733 0.0671
H2 1.8581 -0.8053 -1.0695
H3 0.2208 0.8896 -1.2450
H4 1.7494 0.5740 1.3409
H5 1.2101 2.1066 0.7109
H6 -1.3560 1.1746 0.4545
H7 -0.4872 0.1313 1.6302
H8 -2.8511 -1.2817 -1.2618

Okay, here come the Mulliken numbers, in e, for every atom:
1 N -0.75
2 C 0.27
3 C -0.62
4 O -0.85
5 C -0.66
6 C 0.60
7 O -0.61
8 O -0.45
9 H 0.25
10 H 0.33
11 H 0.17
12 H 0.13
13 H 0.21
14 H 0.34
15 H 0.33
16 H 0.31

Record 8
ORCA calculation (ωB97M-V/def2-TZVPD) on a cluster of 2 separate species, C4H8NO3 in total at a distorted geometry.

Values from the calculation:
HOMO: -4.48 eV
Energy above the lowest of the compared OMol25 structures with the same formula, charge and spin: 17.3 kcal/mol
Net charge: -1
LUMO level: 3.925 eV

Element x y z (Å)
C1 1.7943 -0.9525 1.8316
C2 0.8799 -1.6683 0.7004
O1 0.7337 -0.9551 -0.3246
O2 0.5397 -2.8252 0.9786
H1 1.7737 -1.6278 2.6800
H2 1.2553 -0.0347 2.0667
H3 2.7412 -0.8260 1.3177
C3 -1.8760 0.2461 -0.6922
C4 -1.2175 1.3721 -1.4922
O3 -1.9014 2.2003 -2.0798
N1 0.0944 1.6388 -1.1858
H4 0.5171 2.2893 -1.8156
H5 0.5649 0.9557 -0.5995
H6 -2.0069 0.7189 0.2861
H7 -1.0810 -0.5166 -0.4996
H8 -2.8114 -0.0149 -1.1721

Okay, here come the Mulliken numbers, in e, for every atom:
1 C -0.86
2 C 0.58
3 O -0.80
4 O -0.71
5 H 0.30
6 H 0.22
7 H 0.22
8 C -0.78
9 C 0.53
10 O -0.68
11 N -0.34
12 H 0.21
13 H 0.31
14 H 0.21
15 H 0.29
16 H 0.30